12 unconnected molecules or ions with the total composition C52H85F24NO25. Source: the OMol25 dataset; level of theory: ωB97M-V/def2-TZVPD.

Net charge ... 0
LUMO level ... 0.2899 eV

Each line ends with the Mulliken charge.
Positions of all 187 atoms, in Å:
C  6.67409  -0.23014  -3.63621  -1.307
C  -1.33192  3.21324  -3.24000  0.233
O  2.11902  0.47773  0.82581  -0.263
H  -2.29900  1.32513  1.11502  -0.042
H  -2.11353  -2.70885  3.81064  0.407
H  -1.45393  3.23039  4.48571  0.233
C  -10.19759  2.50303  -2.91600  0.908
C  -0.64541  -0.69336  4.44873  -1.095
C  -6.89451  1.89371  -1.14851  -0.433
F  7.45711  2.48374  6.67017  -0.243
C  -4.34875  0.53451  3.07357  -0.563
O  0.53856  -7.64048  -2.77459  -0.232
O  -7.90204  2.37610  -2.05087  -0.185
C  2.28835  3.19058  2.32839  2.576
F  1.66903  -4.65986  -3.60531  -0.323
N  -2.15958  3.32316  -2.47064  -0.131
H  -4.73986  2.00329  -0.99779  -0.103
C  6.18136  0.92969  5.45356  0.535
H  3.77494  1.72508  2.36682  -0.035
C  1.54792  -6.75594  -2.48623  0.233
C  -5.52040  2.06288  -1.75628  -0.510
F  6.59531  -1.68039  1.60348  -0.255
H  3.98354  4.51213  -0.85861  0.119
H  5.64299  -0.58294  -3.61434  0.262
H  3.97885  2.74786  3.73471  0.395
F  1.80166  -2.29352  1.74663  -0.164
H  -1.56364  -0.75723  5.03258  0.437
F  5.90407  -3.14587  0.08314  -0.228
O  1.90324  0.76367  -2.71652  0.566
C  5.10934  4.60307  -4.77197  -0.465
H  -5.35666  3.00377  -2.28165  0.388
H  4.81827  -0.98726  6.18070  0.410
H  -0.38733  7.12926  -0.18411  0.067
H  0.68612  2.78723  -3.91482  -0.141
H  -0.52347  -9.85778  -4.35081  0.321
F  7.75818  2.51544  4.51523  -0.251
C  0.71578  -9.06167  -2.63392  -0.104
C  0.64369  -6.21025  1.83206  0.860
H  2.98952  2.21797  -0.83202  -0.800
H  -2.68425  -1.96143  -1.02430  -0.544
C  -0.56288  2.93892  5.04174  -0.561
H  7.40224  -1.04038  -3.59880  0.457
C  -1.83173  -2.08936  2.95922  -0.753
H  -2.92840  -7.70265  4.08368  0.397
O  2.07719  4.53238  2.62265  -0.366
H  1.53766  2.59900  2.85242  -1.028
F  1.53583  -4.58111  -1.45539  -0.194
H  -3.23505  -6.40865  2.93992  0.092
H  4.39431  -0.70031  3.56967  0.171
O  -3.30661  -0.33852  3.49447  -0.307
H  -5.94677  -4.77152  2.65038  0.244
O  -1.63390  -5.69606  1.13044  -0.521
H  6.92623  0.40230  -4.48741  0.418
C  -1.87491  1.64271  0.16245  -0.819
F  -10.95294  1.46084  -3.18696  -0.253
H  -4.97769  -5.74338  0.84591  0.348
C  -9.19073  2.08168  -1.78596  0.336
H  2.85670  0.04858  3.97474  -0.444
F  0.90469  -4.98140  2.17129  -0.218
H  0.92595  0.16749  -4.40183  0.138
F  1.27836  7.54427  1.86573  -0.225
C  3.30189  0.74758  -2.34190  -0.950
H  6.60456  1.58003  -2.46371  -0.009
O  -0.12843  0.09611  0.49898  0.791
H  -4.24559  -8.77945  2.51211  0.395
H  -4.29408  1.36279  3.78002  0.332
F  2.14125  -2.17646  -0.38195  -0.248
H  0.74189  0.85843  3.89471  -1.018
F  -0.17412  -5.11448  -2.67786  -0.242
H  -7.02137  0.86310  -0.81707  0.311
H  -0.59608  2.34957  -5.07448  0.379
H  1.67570  -1.17611  -3.53505  0.205
H  1.61441  -9.26906  -3.21491  0.281
H  3.24838  -0.25088  6.40563  0.319
C  -2.20534  6.12805  -0.65919  -0.966
C  3.71952  2.76878  2.67621  -1.278
H  5.58420  3.97491  -1.48445  0.338
F  -0.57591  8.22569  -5.54241  -0.235
F  4.82276  -1.31213  0.44061  -0.325
F  1.19693  -6.59341  0.61364  -0.223
H  1.98273  3.04635  1.29210  -0.448
H  4.22296  4.99086  -5.27401  0.249
F  2.01257  6.81812  3.78514  -0.231
C  4.56180  4.24921  -1.74438  -0.197
O  6.43809  -0.04001  -1.25705  -0.060
H  3.67535  5.94527  -2.90495  0.319
H  -3.59397  -7.89976  1.07672  0.210
C  -0.44432  -9.81597  -3.26449  -1.217
H  -2.63825  -9.11074  1.86427  0.377
O  -9.63601  1.51484  -0.75015  -0.558
C  -0.88639  -6.31857  1.86740  0.447
C  -5.25266  -4.93931  0.16329  -0.670
F  1.22537  -7.00749  2.75456  -0.284
H  0.77174  -9.28986  -1.56955  0.266
O  -0.82004  7.45763  -2.15444  -0.320
H  -6.06996  -5.37395  -0.41222  0.350
O  -2.93825  -1.69318  -3.08919  -0.528
H  -1.57268  -2.78226  2.15866  -0.239
H  0.36905  3.34211  4.64545  0.027
H  -1.49172  -1.21522  -4.27437  0.359
H  -3.28837  -4.22438  -0.25910  -0.133
O  -5.71066  -3.79402  0.89003  -0.065
H  -0.60662  3.40425  6.02645  0.432
F  -0.14459  6.95408  3.41282  -0.239
C  3.59064  -0.68612  4.30588  -0.049
F  5.87263  3.29289  5.42052  -0.219
F  0.99478  8.85315  -4.22803  -0.240
H  -5.37705  0.19381  3.19448  0.267
H  -2.19832  0.94667  -0.61151  -0.197
C  3.74364  1.98378  -1.58339  0.167
C  -6.52533  -4.18361  1.93783  -0.886
H  3.55757  -0.19128  -1.85071  0.307
O  5.53644  5.47429  -3.76738  -0.400
H  -0.48198  -10.83782  -2.88699  0.379
H  -2.73031  6.86434  -0.05061  0.332
C  4.09036  -0.32148  5.71702  -0.650
O  0.00790  6.08010  -3.76380  -0.462
H  -2.79584  -0.93180  1.56492  -0.344
H  -7.36334  -4.83802  1.69784  0.381
H  -0.01059  2.09560  1.07755  -0.565
O  -0.67753  -1.31354  3.20503  0.143
C  1.31617  -1.80888  0.61997  0.132
H  -5.48760  1.18662  -2.40373  0.273
O  -4.56013  -3.82210  -1.93140  -0.496
C  6.09746  -1.87768  0.35413  1.179
H  4.47896  3.29760  2.10027  0.444
H  -4.11235  0.93948  2.08960  0.079
C  1.79628  -0.13013  -3.81697  -0.841
O  -1.37413  -7.17914  2.77700  -0.339
C  -4.12823  -4.63644  -0.81852  0.174
H  -0.16860  5.70638  -1.23106  0.165
C  1.15854  -0.28251  0.68953  0.135
C  -3.42890  -1.68645  -1.77128  1.422
H  -2.21219  5.20624  -0.07754  0.016
O  6.87902  -0.06191  5.33332  -0.537
C  1.06107  6.70421  2.87650  0.708
H  3.08154  -1.64986  4.29524  0.456
C  -4.77760  -2.48612  -1.65625  -0.705
C  -2.73982  -7.37190  3.06234  -0.011
H  -1.80657  0.09304  -3.11796  0.165
H  4.71195  1.82303  -1.10942  0.418
H  -1.38715  -9.40399  -2.90471  0.320
F  -9.70763  3.10841  -3.94406  -0.228
H  -2.18157  2.65492  -0.10115  0.074
F  -11.03514  3.31503  -2.36889  -0.264
H  -6.97041  2.42207  -0.19815  0.316
C  -0.79534  6.57509  -1.02940  0.313
F  -1.03289  9.45215  -3.80667  -0.249
H  5.84907  4.56657  -5.57170  0.283
C  6.82157  2.34091  5.51211  0.756
H  -0.03661  4.00213  -4.84548  0.334
H  0.15549  -1.04035  5.10161  0.325
H  -5.38217  -2.21355  -0.79121  0.359
H  -3.83230  -5.61057  -1.20786  0.299
C  -1.69907  -0.98593  -3.22913  -0.422
O  2.71212  -7.01022  -2.14061  -0.599
C  -0.37019  1.46630  0.26345  0.964
O  4.83128  0.88247  5.63031  -0.301
C  4.66024  5.56884  -2.62855  -0.775
H  -3.88538  -2.03390  2.46512  0.344
H  -0.92038  -1.42185  -2.60326  0.165
H  0.11050  1.67739  -0.69179  0.075
H  4.99848  3.55774  -4.48373  0.073
O  -0.02117  4.77576  1.68584  -0.490
H  2.62828  -0.17186  -4.51991  0.348
H  -3.51813  -0.65254  -1.43787  -0.476
O  -0.52991  1.56072  5.32376  -0.567
O  3.91753  3.14479  -2.37790  -0.040
F  0.17561  -2.38509  0.39927  -0.090
C  -0.36176  7.17933  -3.38236  0.349
C  -0.31233  0.77748  4.15961  1.953
H  -2.73293  5.91948  -1.58992  0.403
C  7.03443  0.58213  -2.37702  0.034
H  8.11633  0.69523  -2.30776  0.471
O  8.10310  -1.58810  -0.89046  -0.540
C  1.11440  -5.26097  -2.53007  1.189
H  3.94546  0.82784  -3.21795  0.463
C  -3.04357  -1.34579  2.54233  0.725
C  -0.25385  8.45462  -4.28337  0.799
C  -0.28144  3.07608  -4.32529  -0.606
H  -0.81589  1.24005  3.31076  -0.205
H  4.95266  6.40574  -1.99437  0.392
H  -6.91763  -3.31272  2.46295  0.249
H  -5.33427  -2.13918  -2.52680  0.387
C  0.97618  5.21553  2.32724  0.321
C  6.97266  -1.18181  -0.67695  0.000
C  -3.36738  -8.32332  2.05517  -1.185

Cartesian forces (eV/Å) of the 2 atoms listed first:
1.359 0.420 0.873
2.481 -0.027 -2.703